Record 1
Below is a 2-piece molecular cluster, CH6N2 overall, with properties calculated with the ωB97M-V functional and the def2-TZVPD basis.

The value obtained for the LUMO energy is 1.1454 eV. As for the SMILES: C=N.N. As for the HOMO-LUMO gap: 0.40468 Eh. The net charge is 0.

CARTESIAN COORDINATES (ANGSTROEM)
N (1.7085, -1.7664, 0.9863)
H (1.3734, -2.5899, 0.5478)
H (2.2658, -2.0817, 1.7779)
H (2.4261, -1.2134, 0.3121)
C (-1.4402, 0.9320, -1.0476)
N (-0.6199, 1.3623, -0.1447)
H (-1.1369, 0.2676, -1.8761)
H (-2.5786, 1.0927, -0.9278)
H (-1.3285, 1.7611, 0.5604)

Partial atomic charges computed with the natural (NBO) method, in multiples of e: N -1.07; H 0.35; H 0.35; H 0.36; C -0.07; N -0.56; H 0.17; H 0.14; H 0.33

Record 2
Below is a single CH6N2 molecule, with properties calculated with the ωB97M-V functional and the def2-TZVPD basis.

The value obtained for the LUMO energy is 1.1927 eV. As for the SMILES: CNN. As for the HOMO-LUMO gap: 0.36377 Eh. The net charge is 0.

CARTESIAN COORDINATES (ANGSTROEM)
C (0.8913, 0.2797, -0.2492)
N (-1.3910, -0.4214, 0.2173)
N (-0.2135, 0.1222, 0.7137)
H (0.8172, -0.2231, -1.2492)
H (0.8633, 1.3068, -0.4697)
H (1.9121, -0.0804, 0.0963)
H (-1.7567, 0.3348, -0.2694)
H (-1.1821, -1.0889, -0.4848)
H (0.0594, -0.2298, 1.6951)

Partial atomic charges computed with the natural (NBO) method, in multiples of e: C -0.45; N -0.62; N -0.50; H 0.18; H 0.19; H 0.20; H 0.33; H 0.31; H 0.36

Record 3
Below is a 2-piece molecular cluster, CH6N2O overall, with properties calculated with the ωB97M-V functional and the def2-TZVPD basis.

The value obtained for the LUMO energy is 0.5375 eV. As for the SMILES: C=[NH+][O-].N. As for the HOMO-LUMO gap: 0.35242 Eh. The net charge is 0.

CARTESIAN COORDINATES (ANGSTROEM)
C (1.1699, 0.1809, 1.1987)
N (1.3397, -0.3893, -0.0974)
N (-1.8883, -0.1211, -0.7940)
O (1.4316, 0.0346, -1.2506)
H (1.0812, 1.2065, 1.2461)
H (1.1893, -0.5285, 2.0314)
H (1.6175, -1.4166, 0.0044)
H (-1.2509, 0.3709, -0.2982)
H (-2.8392, 0.2474, -0.3222)
H (-1.8507, 0.4152, -1.7183)

Partial atomic charges computed with the natural (NBO) method, in multiples of e: C -0.31; N 0.01; N -1.04; O -0.45; H 0.19; H 0.21; H 0.34; H 0.34; H 0.34; H 0.36

Record 4
Below is a 2-piece molecular cluster, CH6N2O overall, with properties calculated with the ωB97M-V functional and the def2-TZVPD basis.

The value obtained for the LUMO energy (spin up / spin down) is 0.4720 / 0.1768 eV. As for the HOMO-LUMO gap (spin up / spin down): 0.36185 / 0.34860 Eh. The net charge is 0.

CARTESIAN COORDINATES (ANGSTROEM)
C (1.5410, 0.4185, 0.1203)
N (-2.3260, -0.1024, 0.0962)
N (0.5952, -0.5878, -0.1076)
O (-1.2576, 0.5928, -0.3508)
H (1.9265, 0.9235, -0.6950)
H (1.0009, 1.0654, 0.7276)
H (2.3803, -0.1146, 0.5927)
H (-2.1950, -0.2745, 1.0386)
H (-2.3955, -0.9147, -0.3877)
H (0.7304, -1.0061, -1.0344)

Partial atomic charges computed with the natural (NBO) method, in multiples of e: C -0.48; N -0.39; N -0.41; O -0.30; H 0.18; H 0.21; H 0.21; H 0.34; H 0.33; H 0.30

Record 5
Below is a single CH6N2O2 molecule, with properties calculated with the ωB97M-V functional and the def2-TZVPD basis.

The value obtained for the LUMO energy is 1.0092 eV. As for the SMILES: NONCO. As for the HOMO-LUMO gap: 0.39013 Eh. The net charge is 0.

CARTESIAN COORDINATES (ANGSTROEM)
C (-1.0527, -0.6245, -0.0227)
N (-0.0417, -0.3461, 0.9498)
N (1.1453, 1.5015, -0.3833)
O (1.1295, 0.2081, 0.1686)
O (-0.8193, -1.8147, -0.7069)
H (-0.2972, -2.3948, -0.1394)
H (-0.3404, 0.3972, 1.5788)
H (1.5389, 1.4272, -1.3183)
H (1.7406, 2.0983, 0.1842)
H (-2.0314, -0.6418, 0.4820)
H (-0.9715, 0.1896, -0.7928)

Partial atomic charges computed with the natural (NBO) method, in multiples of e: C 0.06; N -0.32; N -0.55; O -0.32; O -0.72; H 0.48; H 0.35; H 0.36; H 0.34; H 0.16; H 0.18

Record 6
Below is a 2-piece molecular cluster, CH6N2O2S overall, with properties calculated with the ωB97M-V functional and the def2-TZVPD basis.

The value obtained for the LUMO energy is 0.8446 eV. As for the SMILES: [H]/N=C\N.OSO. As for the HOMO-LUMO gap: 0.33300 Eh. The net charge is 0.

CARTESIAN COORDINATES (ANGSTROEM)
C (-0.7064, -0.4762, -1.1911)
N (0.2827, -0.7121, -0.4465)
N (-0.8060, -0.1244, -2.5388)
O (0.2635, 1.8463, 2.4637)
O (0.7389, -0.6563, 2.3047)
S (1.5559, 0.7126, 2.5499)
H (-1.6496, -0.7000, -0.7433)
H (-0.1204, 1.8691, 3.3258)
H (1.1232, -0.7002, -1.0043)
H (0.8082, -1.1108, 1.4426)
H (0.0813, -0.0827, -3.0562)
H (-1.5712, 0.1346, -3.1066)

Partial atomic charges computed with the natural (NBO) method, in multiples of e: C 0.32; N -0.73; N -0.84; O -0.85; O -0.89; S 0.73; H 0.16; H 0.47; H 0.32; H 0.53; H 0.38; H 0.41

Record 7
Below is a 2-piece molecular cluster, CH6N2O3S overall, with properties calculated with the ωB97M-V functional and the def2-TZVPD basis.

The value obtained for the LUMO energy (spin up / spin down) is -0.0741 / -0.3274 eV. As for the HOMO-LUMO gap (spin up / spin down): 0.33697 / 0.30618 Eh. The net charge is 0.

CARTESIAN COORDINATES (ANGSTROEM)
C (-3.0683, 0.3193, 0.5486)
N (-0.9961, 0.4439, -0.2431)
N (1.2629, -0.8889, -0.7240)
O (3.2088, -0.3198, 0.7179)
O (1.7618, 1.3659, -0.5095)
O (-2.1260, 1.0100, 0.0138)
S (1.7205, 0.2875, 0.4349)
H (-4.0756, 0.6333, 0.4652)
H (-2.6511, -0.6114, 1.0190)
H (-0.2529, 1.1041, -0.4598)
H (3.4247, -0.9526, 0.1110)
H (0.3375, -0.5630, -0.9468)
H (1.4536, -1.8283, -0.4272)

Partial atomic charges computed with the natural (NBO) method, in multiples of e: C -0.01; N -0.50; N -1.06; O -0.89; O -0.96; O -0.18; S 1.63; H 0.19; H 0.17; H 0.34; H 0.48; H 0.41; H 0.37

Record 8
Below is a 2-piece molecular cluster, CH6N2O3S overall, with properties calculated with the ωB97M-V functional and the def2-TZVPD basis.

The value obtained for the LUMO energy is 0.5406 eV. As for the SMILES: CS(=O)(=O)O.[H]/N=N/[H]. As for the HOMO-LUMO gap: 0.37728 Eh. The net charge is 0.

CARTESIAN COORDINATES (ANGSTROEM)
C (2.3255, -0.2073, 0.3936)
N (-2.8276, 0.0590, 0.0647)
N (-2.0668, 0.7726, -0.6024)
O (0.2770, -0.1565, -1.2818)
O (-0.0301, -1.5235, 0.8664)
O (-0.1172, 0.9564, 0.7864)
S (0.4804, -0.2819, 0.2853)
H (2.5402, 0.0955, -0.5827)
H (2.6268, 0.4265, 1.2304)
H (2.5002, -1.1918, 0.5636)
H (-0.5985, 0.3855, -1.3739)
H (-2.8515, -1.0441, -0.0865)
H (-2.2583, 1.7096, -0.2630)

Partial atomic charges computed with the natural (NBO) method, in multiples of e: C -0.80; N -0.28; N -0.33; O -0.93; O -0.92; O -0.97; S 2.30; H 0.25; H 0.26; H 0.23; H 0.52; H 0.33; H 0.35

Record 9
Below is CH6N2OP2S as an isolated structure, with properties calculated with the ωB97M-V functional and the def2-TZVPD basis.

The value obtained for the LUMO energy (spin up / spin down) is -0.5786 / -1.8272 eV. As for the HOMO-LUMO gap (spin up / spin down): 0.27431 / 0.22570 Eh. The net charge is 0.

CARTESIAN COORDINATES (ANGSTROEM)
C (-1.2248, 0.5225, 0.1405)
N (2.0169, -1.5909, -0.3838)
N (0.0711, -0.1085, 0.5041)
O (2.2500, 2.3197, 0.5215)
P (0.4629, -1.7498, -0.0113)
P (3.0580, -0.6585, 0.3564)
S (2.1091, 1.2256, -0.4515)
H (-1.5349, 0.4076, -0.9614)
H (-2.1315, -0.0542, 0.7573)
H (-1.2284, 1.5768, 0.3485)
H (-0.0058, -0.0055, 1.5614)
H (-0.0750, -1.8089, -1.3365)
H (4.2198, -0.5927, -0.6509)

Partial atomic charges computed with the natural (NBO) method, in multiples of e: C -0.43; N -1.25; N -0.93; O -0.84; P 1.06; P 0.69; S 0.77; H 0.21; H 0.18; H 0.22; H 0.40; H -0.05; H -0.03

Record 10
Below is a single CH6N2P2 molecule, with properties calculated with the ωB97M-V functional and the def2-TZVPD basis.

The value obtained for the LUMO energy is -0.7173 eV. As for the SMILES: C/N=P/[PH2]=N. As for the HOMO-LUMO gap: 0.26351 Eh. The net charge is 0.

CARTESIAN COORDINATES (ANGSTROEM)
C (-0.8355, -2.2720, 0.0386)
N (-0.6670, -0.8888, -0.1347)
N (2.0192, 2.3077, -0.0244)
P (-0.5823, 0.1165, -1.3123)
P (0.5341, 1.7419, 0.1248)
H (0.1558, -2.5369, 0.4198)
H (-1.2918, -2.9083, -0.8194)
H (-1.4469, -2.3730, 0.8664)
H (2.0974, 2.8892, -0.8308)
H (-0.3120, 2.9217, 0.3769)
H (0.3289, 1.0019, 1.2951)

Partial atomic charges computed with the natural (NBO) method, in multiples of e: C -0.43; N -0.85; N -1.26; P 0.74; P 0.92; H 0.23; H 0.18; H 0.21; H 0.36; H -0.08; H -0.02

Record 11
Below is a 2-piece molecular cluster, CH6N2S2 overall, with properties calculated with the ωB97M-V functional and the def2-TZVPD basis.

The value obtained for the LUMO energy is -0.3336 eV. As for the SMILES: [H]/N=C/N.SS. As for the HOMO-LUMO gap: 0.30593 Eh. The net charge is 0.

CARTESIAN COORDINATES (ANGSTROEM)
S (-2.6621, 0.1073, -2.5064)
S (-2.3796, -1.0273, -0.5568)
H (-3.8936, 0.5446, -2.2087)
H (-1.1210, -1.4775, -0.6949)
N (1.5437, -0.4862, 1.5658)
C (1.4381, 0.5254, 0.6310)
N (0.6229, 1.4646, 0.3718)
H (0.9902, -0.6066, 2.4421)
H (2.0183, -1.3901, 1.3919)
H (2.4592, 0.4687, 0.1188)
H (0.9838, 1.8772, -0.5548)

Partial atomic charges computed with the natural (NBO) method, in multiples of e: S -0.14; S -0.14; H 0.14; H 0.14; N -0.85; C 0.28; N -0.69; H 0.39; H 0.40; H 0.12; H 0.35

Record 12
Below is an isolated ion of composition CH6N3 and charge +1, with properties calculated with the ωB97M-V functional and the def2-TZVPD basis.

The value obtained for the LUMO energy is -4.1785 eV. As for the HOMO-LUMO gap: 0.36330 Eh. The net charge is +1.

CARTESIAN COORDINATES (ANGSTROEM)
C (0.6003, -0.8588, -0.6777)
N (-0.1820, -0.0083, 0.0842)
N (-0.2290, -1.4183, -1.5552)
N (0.5221, 0.9455, 0.9910)
H (1.4398, 0.4602, 1.3730)
H (-1.1694, 0.2148, -0.2887)
H (-1.2610, -1.2479, -1.6961)
H (0.3477, -1.9056, -2.2200)
H (0.0737, 1.0458, 1.9879)
H (0.5086, 1.9107, 0.6797)

Partial atomic charges computed with the natural (NBO) method, in multiples of e: C 0.20; N -0.50; N -0.79; N -0.55; H 0.49; H 0.41; H 0.40; H 0.44; H 0.45; H 0.45

Ordered strongest force on any atom results: 3.745 3.396 6.115 4.409 2.258 3.289 4.094 3.457 3.870 2.357 3.409 4.108; unit eV/A.
Ordered ΔE to the lowest compared entry with this formula, charge and spin results: 124.13 161.43 386.11 554.07 505.01 57.59 514.47 201.18 219.30 193.63 143.89 430.00; unit kJ/mol.